1.
Here is a 2-piece molecular cluster, C3H3NS overall at a distorted geometry from OMol25. Energies are from ωB97M-V/def2-TZVPD.

Structure (ORCA input):
```
! wB97M-V def2-TZVPD RIJCOSX def2/J DEFGRID3
* xyz 0 1
S 0.8008 -1.1923 2.2409
N -1.1017 0.1864 0.8863
C 0.4184 0.6414 -1.8412
C -0.2654 -0.3389 1.5646
C 1.0739 -0.2547 -1.3432
H 0.0745 1.6344 -1.9431
H 1.0470 -1.1393 -0.7888
H -2.0474 0.4629 1.2246
*
```

Computed properties:
SMILES: N=C=S.C#C
Kohn-Sham gap (Ha): 0.378
HOMO level (Eh): -0.358
Strongest force on any atom (eV Å⁻¹): 2.487
Energy (Ha): -568.94012



2.
Here is C39H39N2O7P2Tc as an isolated structure at a distorted geometry from OMol25. Energies are from ωB97M-V/def2-TZVPD.

Structure (ORCA input):
```
! wB97M-V def2-TZVPD RIJCOSX def2/J DEFGRID3
* xyz 1 4
Tc 0.6988 0.1202 1.0888
P -0.1179 -1.7217 -0.3477
P -0.0654 1.8169 -0.4554
O 0.9294 -1.2682 2.9178
O 2.4698 0.1252 0.2222
O 1.5668 2.7209 4.2016
O -1.0703 0.1506 2.1137
O 1.2209 1.6089 2.2823
O -2.3644 -0.1604 0.3127
O 4.4534 1.1068 -0.1804
N -1.2483 0.0552 -2.3919
N 3.4264 0.0233 2.8880
C -2.2581 4.1736 2.0158
C 0.9971 4.4127 -0.6497
C 2.1284 -1.9906 3.3037
C -2.5929 0.0823 -2.8567
C -1.4354 2.7842 0.2241
C -3.1443 -4.4707 0.0258
C -3.5156 -0.8762 -2.4575
C 3.1967 -4.6848 -1.7324
C 3.1879 -1.0465 3.8221
C -2.6831 2.8391 -0.3934
C 1.1858 -2.9325 -0.8583
C 3.4582 -3.3271 -1.6244
C -3.5024 4.2211 1.3996
C -5.2170 0.1075 -3.8561
C 4.2862 -0.2501 1.7638
C -3.7095 3.5628 0.1929
C 2.3615 2.6240 -1.5237
C -2.2243 0.0467 1.5059
C -3.0044 1.0618 -3.7618
C 3.3201 3.5431 -1.9129
C -1.2248 3.4546 1.4337
C -2.2104 -3.5984 -0.5132
C -1.3986 -2.8322 0.3205
C -3.2785 -4.5904 1.4029
C 1.9533 1.9696 3.3432
C -2.4591 -3.8470 2.2398
C 1.9600 5.3273 -1.0472
C -4.8107 -0.8673 -2.9584
C 3.1212 4.8953 -1.6730
C 1.1950 3.0489 -0.8847
C 2.4619 -2.4594 -1.1975
C 1.9354 -5.1652 -1.4124
C -1.5176 -2.9792 1.7028
C 3.3638 1.3869 3.3721
C -0.5114 1.2632 -2.2009
C -0.5405 -1.1511 -2.1132
C -4.3051 1.0766 -4.2463
C 0.9395 -4.3028 -0.9708
C 3.7534 0.4188 0.5135
H 0.4537 1.2222 -2.7131
H 2.5377 1.5733 -1.6991
H -0.2644 3.4028 1.9288
H -4.5979 1.8484 -4.9491
H -2.5531 -3.9361 3.3156
H 3.9726 -5.3655 -2.0642
H 1.7185 -6.2232 -1.5042
H -3.0960 0.1286 2.1577
H -4.6770 3.6044 -0.2922
H -0.8743 -2.4175 2.3637
H -2.1170 -3.5405 -1.5905
H -5.5135 -1.6215 -2.6200
H 4.4380 -2.9361 -1.8770
H -2.0908 4.6895 2.9538
H 4.3016 -1.3263 1.5717
H -1.0549 2.1241 -2.5737
H 5.3138 0.1014 1.8942
H 2.8561 -0.6178 4.7703
H 3.8718 5.6150 -1.9761
H 1.8765 -2.7303 4.0599
H -6.2261 0.1125 -4.2477
H 2.4606 -2.5134 2.4091
H 4.2294 3.1964 -2.3860
H -2.3047 1.8019 -4.1345
H 0.4712 -1.0585 -2.5236
H 0.6122 -0.7276 3.6563
H -2.8765 2.3077 -1.3167
H 2.6709 -1.4062 -1.1366
H 4.0947 -1.6301 4.0242
H 0.0936 4.7662 -0.1749
H -4.0193 -5.2633 1.8187
H -0.0180 -4.7212 -0.6994
H -3.2428 -1.5983 -1.7008
H -4.3148 4.7706 1.8607
H 3.9614 2.0299 2.7210
H -1.0146 -1.9957 -2.6064
H 3.7316 1.5011 4.3922
H -3.7707 -5.0559 -0.6387
H 1.7995 6.3828 -0.8624
*
```

Computed properties:
<S²>: 3.7827
Kohn-Sham gap (spin up / spin down) (Ha): 0.255 / 0.207
HOMO level (spin up / spin down) (Eh): -0.384 / -0.383
Strongest force on any atom (eV Å⁻¹): 1.717
Energy (Ha): -2909.11376



3.
Here is a 6-piece molecular cluster, C15H34NO11P overall at a distorted geometry from OMol25. Energies are from ωB97M-V/def2-TZVPD.

Structure (ORCA input):
```
! wB97M-V def2-TZVPD RIJCOSX def2/J DEFGRID3
* xyz -2 1
P -6.7568 -57.9007 6.3391
O -11.1741 -57.3004 6.4795
O -7.1536 -53.0845 4.0542
O -9.9589 -56.3823 2.3048
O -7.7203 -51.0402 5.0561
O -6.6550 -58.8608 7.4164
O -5.5764 -55.8665 1.1582
O -7.7540 -58.5003 5.1928
O -11.5938 -57.6732 1.4301
O -11.8564 -55.2322 5.8378
O -5.4815 -57.5818 5.6373
O -7.4186 -56.6938 6.7338
N -7.0925 -56.0649 3.8949
C -7.4232 -50.3396 3.9191
C -13.6637 -53.9349 6.4633
C -3.8465 -56.9972 2.3912
C -12.9937 -55.3356 6.6454
C -10.7324 -57.5127 2.2204
C -10.2710 -55.3173 1.4087
C -11.0493 -56.2666 5.9280
C -10.4709 -58.5474 3.3250
C -4.3262 -55.8330 1.6050
C -7.9679 -53.2052 6.2961
C -9.8607 -55.9526 5.0389
C -7.6460 -52.4883 4.9856
C -9.3493 -54.0998 1.5002
C -3.4608 -54.5363 1.4469
C -7.3385 -48.8739 4.3429
H -11.2999 -54.8604 1.4284
H -10.1520 -55.8820 0.4712
H -4.5600 -57.1667 3.3364
H -8.0905 -50.5109 3.1826
H -6.5971 -48.5399 5.1867
H -7.9893 -54.2247 6.1194
H -6.6701 -56.8398 3.7581
H -4.1052 -58.0144 1.7676
H -4.1125 -53.7810 1.0998
H -10.3061 -58.0375 4.0832
H -6.4922 -55.5047 4.6153
H -9.4616 -55.0843 5.4082
H -9.7974 -59.2766 3.2296
H -2.7215 -57.0390 2.6186
H -6.5641 -50.4751 3.6120
H -9.7312 -53.1001 0.9290
H -9.2766 -53.5775 2.5329
H -12.8810 -53.1902 6.9578
H -7.2965 -48.0622 3.6552
H -11.3218 -59.2301 3.2913
H -8.3846 -54.4500 1.1230
H -3.0603 -54.2035 2.4750
H -7.3393 -52.6996 7.0697
H -7.2929 -55.7864 2.9619
H -8.0523 -56.2898 4.3633
H -2.6496 -54.7530 0.8935
H -8.9266 -52.8617 6.4312
H -13.5221 -56.1280 6.3295
H -12.8052 -55.4698 7.9063
H -9.0999 -56.8373 5.1525
H -8.4157 -48.4340 4.7753
H -14.6753 -53.9950 7.1441
H -14.0572 -53.7963 5.2824
H -10.2316 -55.5224 4.0023
*
```

Computed properties:
Kohn-Sham gap (Ha): 0.082
HOMO level (Eh): 0.059
Strongest force on any atom (eV Å⁻¹): 9.492
Energy (Ha): -1815.39236



4.
Here is a 2-piece molecular cluster, CH3PS overall at a distorted geometry from OMol25. Energies are from ωB97M-V/def2-TZVPD.

Structure (ORCA input):
```
! wB97M-V def2-TZVPD RIJCOSX def2/J DEFGRID3
* xyz 0 1
S 0.4874 1.1769 1.1343
P -1.1619 0.8255 -0.0662
C 0.0708 -0.4019 0.4851
H 0.0693 0.3447 -2.2691
H -0.0843 -1.2416 1.1056
H 0.6187 -0.7036 -0.3896
*
```

Computed properties:
Kohn-Sham gap (spin up / spin down) (Ha): 0.322 / 0.267
HOMO level (spin up / spin down) (Eh): -0.357 / -0.299
Strongest force on any atom (eV Å⁻¹): 1.396
Energy (Ha): -779.30168



5.
Here is a 2-piece molecular cluster, C4H5NOS overall at a distorted geometry from OMol25. Energies are from ωB97M-V/def2-TZVPD.

Structure (ORCA input):
```
! wB97M-V def2-TZVPD RIJCOSX def2/J DEFGRID3
* xyz 0 1
S -2.6627 -0.4203 -0.7725
O 0.0108 -1.3512 -1.7559
N -2.4558 -1.7119 1.6971
C -0.2253 -0.5339 -0.9859
C 0.2177 0.6367 -0.2039
C 1.7007 0.6384 0.2040
C -2.6461 -1.1376 0.7237
H -0.2098 1.5224 -0.6806
H 2.0128 -0.0087 1.1254
H -0.2913 0.4993 0.7904
H 2.2857 1.5922 0.5363
H 2.2633 0.2748 -0.6781
*
```

Computed properties:
Kohn-Sham gap (Ha): 0.315
HOMO level (Eh): -0.330
Strongest force on any atom (eV Å⁻¹): 3.163
Energy (Ha): -683.52316



6.
Here is C37H51CuN4OP2 as an isolated structure at a distorted geometry from OMol25. Energies are from ωB97M-V/def2-TZVPD.

Structure (ORCA input):
```
! wB97M-V def2-TZVPD RIJCOSX def2/J DEFGRID3
* xyz 1 2
Cu 0.2052 -0.1179 -0.3576
P 2.3903 -0.9299 -0.2299
P -2.5168 -0.0055 -0.4232
O -0.5293 -1.6348 2.0582
N -0.1027 -1.4609 -1.7943
N -0.2315 1.0619 2.6321
N 0.2771 1.5694 -1.3494
N 3.3567 0.4087 5.6351
C 1.0785 3.0955 -5.9129
C -3.6458 -1.5104 0.0150
C -4.8637 -1.6544 -0.9053
C -0.5677 -3.4899 -3.6075
C -2.8755 -2.8378 -0.1230
C 0.8047 -2.4923 -1.8790
C 0.9769 0.8636 4.6597
C 0.8854 1.2778 3.3201
C -2.6855 2.7632 -1.2204
C -3.4317 1.7317 -0.3622
C -0.1862 0.4855 5.3412
C 0.5287 -3.5589 -2.7703
C 3.4174 -1.3554 1.3226
C 4.1047 -0.0836 1.8547
C 2.9065 -0.0500 -2.8831
C -3.4931 2.2906 1.0637
C -0.3673 -0.7775 1.2799
C 0.8654 4.4758 -5.8141
C 1.9807 -2.4243 -1.0925
C 0.3051 4.2533 -3.4712
C 4.9114 -0.5213 -1.5134
C 4.4106 -2.4779 1.0157
C -2.2553 -0.3558 -2.2384
C -4.0873 -1.3378 1.4747
C 0.5221 2.8665 -3.5685
C -4.8505 1.5804 -0.9082
C 3.5404 1.5387 -1.0321
C -1.4521 -2.4088 -3.5090
C -1.3478 0.7543 3.2837
C 2.2834 0.6517 5.2234
C 3.4932 0.0594 -1.4683
C -1.2201 -1.4515 -2.5195
C 0.8940 2.2793 -4.7979
C -1.3959 0.4927 4.6530
C 2.5226 -1.8618 2.4644
C 0.3766 2.0877 -2.4033
C 0.4716 5.0534 -4.5996
H 3.1757 -2.1049 3.3194
H 1.9653 -2.7674 2.1945
H 0.0137 4.6704 -2.5049
H -5.3033 2.5844 -0.9789
H 2.9905 -1.0713 -3.2741
H -0.1349 0.1681 6.3713
H -3.5092 -3.6371 0.2959
H 5.1587 -2.2148 0.2652
H -1.6602 2.9211 -0.8754
H -1.9388 0.5790 -2.7268
H 1.0000 5.1092 -6.6923
H 5.4713 -0.0155 -2.3166
H 1.8577 0.2499 -2.9129
H -5.4886 0.9900 -0.2357
H -3.2133 3.7291 -1.1458
H -0.7637 -4.2724 -4.3322
H 3.3746 0.7315 1.9611
H 4.1205 1.6833 -0.1115
H -2.6602 2.4841 -2.2801
H 4.9463 0.2616 1.2435
H -5.4590 -2.5019 -0.5319
H 1.2352 -4.3884 -2.7674
H 4.8924 -1.5923 -1.7511
H 4.0190 2.1353 -1.8255
H 4.9457 -2.7192 1.9455
H -4.8532 1.1400 -1.9141
H -3.2008 -0.6462 -2.7158
H 2.5389 1.9473 -0.8718
H -4.7475 -2.1762 1.7507
H -1.9251 -2.8462 0.4208
H -2.4942 2.5165 1.4509
H 4.4890 -0.2826 2.8664
H 3.8818 -3.3770 0.6845
H 0.2913 6.1262 -4.5267
H 1.0289 1.1976 -4.8531
H -3.9962 1.6147 1.7683
H -4.0630 3.2375 1.0630
H 1.3855 2.6452 -6.8592
H -2.3334 -2.3001 -4.1393
H -3.2315 -1.3624 2.1635
H -2.6956 -3.0886 -1.1771
H 2.5709 -3.3450 -1.0392
H 1.7324 1.7204 2.7863
H -2.3459 0.2234 5.0876
H 3.4567 0.6212 -3.5635
H 5.4704 -0.3595 -0.5840
H -2.2575 0.7013 2.6796
H -4.6531 -0.4091 1.6389
H 1.8311 -1.0838 2.8105
H -5.5145 -0.7789 -0.9123
H -4.5717 -1.8890 -1.9356
*
```

Computed properties:
<S²>: 0.7814
Kohn-Sham gap (spin up / spin down) (Ha): 0.250 / 0.193
HOMO level (spin up / spin down) (Eh): -0.346 / -0.346
Strongest force on any atom (eV Å⁻¹): 4.700
Energy (Ha): -4057.68037



7.
Here is C31H43NO23PS as an isolated structure at a distorted geometry from OMol25. Energies are from ωB97M-V/def2-TZVPD.

Structure (ORCA input):
```
! wB97M-V def2-TZVPD RIJCOSX def2/J DEFGRID3
* xyz 1 1
S 2.7562 4.0426 -2.5129
P 3.4138 3.1955 -0.5564
O 2.9970 1.0891 -5.5436
O 1.2976 0.5536 -4.2223
O -4.4630 0.3657 1.6853
O -2.7801 0.4252 0.2166
O -3.6044 -8.0917 5.8033
O -0.5945 -3.7439 -1.9572
O -1.3762 -5.8250 -2.3436
O -2.1224 -7.3238 4.3241
O 7.8003 1.9577 0.3147
O -2.9240 0.1693 4.1100
O 7.0318 -0.1156 0.7229
O 4.2103 4.3457 0.2876
O -4.2464 -3.3798 -0.7660
O -3.6455 -0.4197 6.1328
O 8.8130 0.6893 1.8435
O -0.2014 7.2066 -4.5063
O -3.6227 2.3498 0.9950
O -2.0687 -4.0869 -3.6015
O -4.7071 -5.2058 0.4628
O 2.8933 1.9711 -3.4946
O -2.6938 -4.2690 0.5872
O -3.4129 -1.9838 4.5278
O -4.0833 -8.1665 3.6058
N -0.3300 6.6827 -2.2684
C -0.6506 -2.5283 -2.6988
C -3.3359 -0.8526 4.8928
C -1.3520 -4.6700 -2.6072
C -2.9225 -0.9495 0.6075
C -1.0379 4.4209 -2.9908
C 2.3151 0.0111 -6.2113
C -0.7714 5.3399 -1.9961
C 7.8105 0.7545 0.9439
C -1.5074 2.7362 -1.3333
C -2.4011 -7.8489 6.5403
C -1.2514 3.6683 -0.3485
C -3.6326 1.1578 0.9811
C -1.9527 -2.6708 -3.4643
C -4.2952 -0.9773 1.1962
C -3.3439 -7.8905 4.4950
C 0.3171 6.7982 -3.5097
C 9.6590 1.8302 1.6535
C 1.7660 6.3494 -3.5627
C 4.7317 2.0372 -1.0255
C 0.9673 0.0226 -5.5252
C 2.2856 5.7814 -2.2286
C -2.7369 -5.2428 1.6447
C -3.9199 -4.2172 0.0229
C 8.7212 2.8203 0.9945
C -3.1827 1.3946 4.8045
C -1.3954 3.1198 -2.6571
C -3.2094 0.9406 6.2492
C 2.4316 1.2575 -4.3543
C -0.8919 4.9565 -0.6643
C -1.6351 -6.9295 5.6128
C -3.8896 -6.1219 1.2179
H -1.7518 1.7182 -1.0876
H 4.5096 1.6744 -2.0209
H -0.9607 4.7360 -4.0202
H 2.3663 7.2037 -3.8541
H -2.8129 -2.2989 -2.9083
H 10.0505 2.1817 2.6038
H -1.8754 -5.8770 5.7735
H -4.3885 -1.6963 2.0066
H -1.8915 -8.7994 6.7044
H -1.3112 3.4156 0.6962
H -4.1414 1.7926 4.4690
H 1.8501 5.5918 -4.3364
H 9.2224 3.4810 0.2922
H 0.2561 0.6940 -6.0074
H -2.2215 0.9547 6.7124
H -1.0265 7.4030 -2.1276
H 1.5783 5.8570 -1.4123
H -0.6413 -1.6684 -2.0318
H 0.5241 -0.9658 -5.4446
H -2.9265 -4.7282 2.5889
H 5.6763 2.5743 -1.0362
H -0.6923 5.6854 0.1056
H -2.8209 -1.6094 -0.2438
H 1.5810 3.4516 -2.7303
H 3.2031 6.2985 -1.9624
H 10.4919 1.5473 1.0084
H 2.8695 -0.9115 -6.0419
H 8.1711 3.4227 1.7194
H 2.2534 0.1940 -7.2793
H -1.5678 2.4126 -3.4558
H -2.4058 2.1263 4.6003
H 3.8390 5.2283 0.1593
H 0.2218 -2.4774 -3.3567
H 4.7802 1.2029 -0.3353
H -3.8972 1.5142 6.8641
H -0.5583 -7.0610 5.6749
H -2.1489 -1.1887 1.3399
H -3.5762 -6.9345 0.5627
H -2.6234 -7.3952 7.5021
H -4.4391 -6.5352 2.0543
H -1.9307 -2.1892 -4.4399
H -5.0658 -1.1766 0.4517
H -1.7956 -5.7791 1.7170
*
```

Computed properties:
Kohn-Sham gap (Ha): 0.327
HOMO level (Eh): -0.419
Strongest force on any atom (eV Å⁻¹): 3.077
Energy (Ha): -3731.72067



8.
Here is a 7-piece molecular cluster, C14H22BF4N2O16 overall at a distorted geometry from OMol25. Energies are from ωB97M-V/def2-TZVPD.

Structure (ORCA input):
```
! wB97M-V def2-TZVPD RIJCOSX def2/J DEFGRID3
* xyz -1 1
F 0.0687 3.4329 3.4281
F -4.0516 -1.4253 -0.8965
F -0.1541 -4.1849 -2.2873
F 3.8356 -2.6892 1.2442
O 3.0849 -2.6928 -4.0365
O 1.6152 0.9977 -3.5219
O 3.4680 0.0349 2.8871
O 2.8243 -2.0497 3.1503
O -0.8562 3.6862 -1.2819
O -0.3393 1.2244 3.8244
O 2.5788 2.7033 -2.6582
O -4.2538 0.5638 0.2413
O 1.8525 -3.0332 -2.1493
O -6.1022 0.7035 1.5201
O 3.6944 -0.9269 4.8924
O -4.5956 -0.9559 1.8279
O 0.9233 -2.1422 -3.9668
O -2.0812 0.3328 4.9172
O -2.4017 1.8552 3.2670
O -2.1010 4.2659 -2.9474
N 2.4211 1.5028 -2.7541
N -1.4379 3.4568 -2.3191
C 0.0335 -1.9358 -2.8618
C 0.4672 -3.0121 -1.9133
C 2.8591 -1.8626 1.7678
C -3.4095 -0.5048 -0.0619
C -1.6671 1.0640 4.0901
C -3.2900 -1.2486 1.2803
C 2.0753 -2.6165 -3.4276
C 3.2719 -0.4047 1.5488
C -0.2337 2.2086 2.8552
C -1.5705 2.3149 2.1609
C 3.3794 0.6023 -2.0626
C -1.5039 2.0323 -2.7466
C 3.3657 -0.9706 3.7494
C -5.0849 0.1504 1.2479
B 0.0454 -0.5008 0.2974
H -0.4542 0.3592 -0.3081
H 4.2990 1.1094 -1.8007
H -1.9285 3.3099 1.9191
H -2.4925 -0.7785 1.8567
H 0.2861 -0.1188 1.3730
H -2.4612 -0.2216 -0.5109
H -2.0426 1.4418 -2.0142
H -2.0256 1.9784 -3.6971
H -0.4744 1.7010 -2.8557
H -0.5810 -1.4640 0.4960
H 1.0602 -0.8008 -0.1944
H -1.0212 -1.9077 -3.1151
H 0.5447 2.0422 2.1095
H 2.5444 0.1775 0.9880
H 2.8016 0.2615 -1.2015
H 1.9259 -2.0606 1.2436
H 0.1783 -2.7740 -0.8938
H 4.1894 -0.3024 0.9624
H -1.7218 1.6035 1.3505
H 0.3111 -0.9550 -2.4696
H 3.5721 -0.2553 -2.7016
H -3.2399 -2.3219 1.1590
*
```

Computed properties:
Kohn-Sham gap (Ha): 0.352
HOMO level (Eh): -0.286
Strongest force on any atom (eV Å⁻¹): 2.433
Energy (Ha): -2284.26294